1.
DFT (the ωB97M-V functional and the def2-TZVPD basis) results for 2 unconnected molecules or ions with the total composition C3H10N.

Calculated values
Lowest unoccupied orbital energy (spin up / spin down) ... -0.179 / -0.181 Ha
Largest force on an atom ... 0.0842 hartree/bohr
ΔE to the lowest compared entry with this formula, charge and spin ... 113.5 kcal per mole

ORCA input file:
```
! wB97M-V def2-TZVPD RIJCOSX def2/J DEFGRID3
* xyz 1 1
C 1.63847 -0.42461 0.25557
C -1.71722 -0.45638 -0.18892
C 0.50123 0.30448 -0.39181
N -0.71686 0.41669 0.44072
H 1.92233 -0.04958 1.26655
H 1.61106 -1.59562 0.09958
H 2.61185 -0.15738 -0.38870
H -1.75576 -0.22051 -1.24407
H -1.38087 -1.48191 -0.07415
H -2.67143 -0.33459 0.11006
H 0.35719 0.32761 -1.46744
H 1.09301 2.25604 -0.49112
H -0.94248 1.35894 0.62597
H -0.55052 0.05682 1.44775
*
```

Mulliken atomic charge list, values in e, 6 entries: number 1, C, carries -1.00; number 2, C, carries -0.92; number 3, C, carries -0.53; number 4, N, carries -0.08; number 5, H, carries 0.37; number 6, H, carries 0.32

---

2.
DFT (the ωB97M-V functional and the def2-TZVPD basis) results for a single C3H10N2 molecule.

Calculated values
Lowest unoccupied orbital energy ... 0.045 Ha
Largest force on an atom ... 0.0093 hartree/bohr
ΔE to the lowest compared entry with this formula, charge and spin ... 5.7 kcal per mole

ORCA input file:
```
! wB97M-V def2-TZVPD RIJCOSX def2/J DEFGRID3
* xyz 0 1
N 1.70672 0.50017 1.72575
C 0.76600 -0.38572 1.01843
C -0.08010 0.40941 0.04268
C -0.87412 -0.47791 -0.89747
N -1.41562 0.29627 -2.00537
H 2.04295 0.05753 2.57577
H 1.23659 1.34772 2.02601
H 1.37429 -1.15316 0.52024
H 0.08188 -0.91487 1.69911
H 0.56158 1.04488 -0.56687
H -0.72794 1.04530 0.64994
H -0.20191 -1.28908 -1.22386
H -1.72266 -0.94588 -0.41369
H -2.05159 -0.25002 -2.56511
H -0.69607 0.71535 -2.58557
*
```

Mulliken atomic charge list, values in e, 6 entries: number 1, N, carries -0.61; number 2, C, carries -0.42; number 3, C, carries -0.47; number 4, C, carries -0.47; number 5, N, carries -0.56; number 6, H, carries 0.22

---

3.
DFT (the ωB97M-V functional and the def2-TZVPD basis) results for a molecular structure, C3H10N2.

Calculated values
Lowest unoccupied orbital energy ... 0.034 Ha
Largest force on an atom ... 0.0806 hartree/bohr
ΔE to the lowest compared entry with this formula, charge and spin ... 101.8 kcal per mole

ORCA input file:
```
! wB97M-V def2-TZVPD RIJCOSX def2/J DEFGRID3
* xyz 0 1
C 1.17486 0.32226 1.55298
C -1.62098 0.06905 -1.15428
C 0.11052 -0.13276 0.69430
N 0.51366 1.30343 -0.96251
N -0.35576 0.37776 -0.43600
H 0.99018 -0.09700 2.49732
H 2.22906 0.22859 1.18473
H 0.98914 1.49375 1.65108
H -1.75613 -0.71089 -1.92808
H -2.41170 -0.23412 -0.40982
H -1.95125 1.01282 -1.59014
H 0.90473 -2.09154 0.12458
H -0.46744 -0.98343 1.05263
H 1.50089 -2.28296 -0.37102
H 0.15021 1.72503 -1.90578
*
```

Mulliken atomic charge list, values in e, 6 entries: number 1, C, carries -0.91; number 2, C, carries -0.82; number 3, C, carries -0.55; number 4, N, carries -0.89; number 5, N, carries 0.52; number 6, H, carries 0.33

---

4.
DFT (the ωB97M-V functional and the def2-TZVPD basis) results for 2 unconnected molecules or ions with the total composition C3H10N2.

Calculated values
Lowest unoccupied orbital energy ... 0.033 Ha
Largest force on an atom ... 0.0422 hartree/bohr
ΔE to the lowest compared entry with this formula, charge and spin ... 23.5 kcal per mole

ORCA input file:
```
! wB97M-V def2-TZVPD RIJCOSX def2/J DEFGRID3
* xyz 0 1
C 0.37765 0.60633 -1.32508
N 1.26813 0.65971 -0.17977
C 1.16930 1.58242 0.68382
N 0.00172 2.24532 1.10224
H 0.58723 -0.33132 -1.84317
H 0.62444 1.41417 -2.01636
H -0.69517 0.61893 -1.08134
H 2.00846 1.78192 1.36091
H -0.78949 1.83664 0.61502
H -0.16549 2.11953 2.09201
C -0.83528 -2.50561 0.10060
H -1.68239 -3.12219 0.42033
H -0.06721 -2.51622 0.86435
H -1.26919 -1.49733 0.08071
H -0.53270 -2.89229 -0.87426
*
```

Mulliken atomic charge list, values in e, 6 entries: number 1, C, carries -0.79; number 2, N, carries -0.41; number 3, C, carries 0.09; number 4, N, carries -0.56; number 5, H, carries 0.22; number 6, H, carries 0.34

---

5.
DFT (the ωB97M-V functional and the def2-TZVPD basis) results for 2 unconnected molecules or ions with the total composition C3H10N2.

Calculated values
Lowest unoccupied orbital energy ... 0.035 Ha
Largest force on an atom ... 0.0556 hartree/bohr
ΔE to the lowest compared entry with this formula, charge and spin ... 43.5 kcal per mole

ORCA input file:
```
! wB97M-V def2-TZVPD RIJCOSX def2/J DEFGRID3
* xyz 0 1
C -1.90596 -2.15046 0.71945
C -1.37352 -1.08941 1.33207
N -0.84085 -0.00608 0.64622
H -2.53396 -2.08454 -0.16149
H -2.02807 -3.06157 1.30421
H -1.19721 -1.12162 2.41231
H -0.13664 -0.00033 -0.06905
H -0.81322 0.84573 1.17869
C 1.10406 1.59683 -1.27888
N 1.85898 0.58632 -0.50911
H 1.84581 2.34776 -1.59135
H 0.89028 1.11221 -2.22618
H 0.35496 2.14451 -0.70554
H 2.54657 0.92575 0.14885
H 2.22876 -0.04510 -1.20022
*
```

Mulliken atomic charge list, values in e, 6 entries: number 1, C, carries -0.75; number 2, C, carries -0.04; number 3, N, carries -0.45; number 4, H, carries 0.27; number 5, H, carries 0.23; number 6, H, carries 0.27

---

6.
DFT (the ωB97M-V functional and the def2-TZVPD basis) results for a single C3H10N2 molecule.

Calculated values
Lowest unoccupied orbital energy ... 0.042 Ha
Largest force on an atom ... 0.0634 hartree/bohr
ΔE to the lowest compared entry with this formula, charge and spin ... 38.9 kcal per mole

ORCA input file:
```
! wB97M-V def2-TZVPD RIJCOSX def2/J DEFGRID3
* xyz 0 1
C -2.25803 -0.11482 0.37692
C -0.82332 0.18480 0.85679
N 0.14787 0.60115 -0.21244
C 1.37540 -0.18239 -0.21731
N 2.31984 0.06581 -1.31609
H -2.13635 -0.76171 -0.55040
H -2.88709 -0.47359 1.24806
H -2.79741 0.71928 -0.21006
H -0.44695 -0.86527 1.42430
H -1.04933 0.96542 1.66817
H -0.40359 0.47193 -1.06004
H 2.00839 0.03549 0.61412
H 1.16247 -1.30040 -0.23385
H 3.16753 -0.40518 -0.97483
H 2.62058 1.05949 -1.41333
*
```

Mulliken atomic charge list, values in e, 6 entries: number 1, C, carries -1.13; number 2, C, carries -0.17; number 3, N, carries -0.38; number 4, C, carries -0.39; number 5, N, carries -0.68; number 6, H, carries 0.32

---

7.
DFT (the ωB97M-V functional and the def2-TZVPD basis) results for 2 unconnected molecules or ions with the total composition C3H10N2.

Calculated values
Lowest unoccupied orbital energy ... 0.044 Ha
Largest force on an atom ... 0.0448 hartree/bohr
ΔE to the lowest compared entry with this formula, charge and spin ... 20.1 kcal per mole

ORCA input file:
```
! wB97M-V def2-TZVPD RIJCOSX def2/J DEFGRID3
* xyz 0 1
H 0.07981 5.42356 -3.26013
N 0.42060 4.94930 -4.09068
C 0.05904 3.79501 -4.42897
N 0.30131 3.42580 -5.75675
H -0.42715 2.93582 -3.96267
H 0.97420 3.89518 -6.33408
H -0.18852 2.71941 -6.27834
C 0.39152 -3.59343 3.78513
C -0.73890 -3.25000 4.75650
H 0.06707 -3.44377 2.75398
H 0.86816 -4.55451 3.98085
H 1.22063 -2.88294 3.86057
H -1.58977 -3.92359 4.66142
H -0.41053 -3.26791 5.79842
H -1.02746 -2.22793 4.51476
*
```

Mulliken atomic charge list, values in e, 6 entries: number 1, H, carries 0.22; number 2, N, carries -0.64; number 3, C, carries 0.15; number 4, N, carries -0.43; number 5, H, carries 0.29; number 6, H, carries 0.22

---

8.
DFT (the ωB97M-V functional and the def2-TZVPD basis) results for 2 unconnected molecules or ions with the total composition C3H10N2O.

Calculated values
Lowest unoccupied orbital energy (spin up / spin down) ... 0.159 / 0.149 Ha
Largest force on an atom ... 0.0281 hartree/bohr
ΔE to the lowest compared entry with this formula, charge and spin ... 15.5 kcal per mole

ORCA input file:
```
! wB97M-V def2-TZVPD RIJCOSX def2/J DEFGRID3
* xyz -1 2
C -0.58210 1.89879 -0.90851
C 0.22519 0.87522 -0.16891
C 0.54902 -0.30452 -0.71922
N 1.53365 -1.17613 -0.21478
N 0.50031 1.21030 1.17308
H -1.19014 1.40628 -1.66196
H 0.08202 2.63203 -1.36878
H -1.19568 2.46476 -0.20319
H -0.06501 -0.63564 -1.54467
H 1.38217 -1.46206 0.74654
H 1.82562 -1.94639 -0.79189
H 1.19254 0.62297 1.61670
H -0.30105 1.33818 1.79229
H -0.92445 -1.42131 0.54282
H -2.08707 -1.98804 1.36728
O -1.70738 -1.99778 0.47391
*
```

Mulliken atomic charge list, values in e, 6 entries: number 1, C, carries -1.08; number 2, C, carries 1.31; number 3, C, carries -1.92; number 4, N, carries -0.70; number 5, N, carries -1.76; number 6, H, carries 0.38

---

9.
DFT (the ωB97M-V functional and the def2-TZVPD basis) results for 2 unconnected molecules or ions with the total composition C3H10N2O.

Calculated values
Lowest unoccupied orbital energy ... 0.027 Ha
Largest force on an atom ... 0.0239 hartree/bohr
ΔE to the lowest compared entry with this formula, charge and spin ... 27.6 kcal per mole

ORCA input file:
```
! wB97M-V def2-TZVPD RIJCOSX def2/J DEFGRID3
* xyz 0 1
C -2.15880 -0.55663 -0.43547
C -0.84786 -0.35747 0.27660
N -0.00169 -1.50290 0.34988
C -0.46426 0.85321 0.67541
N 0.81281 1.16199 1.22869
H -1.98097 -0.89863 -1.45346
H -2.73489 0.36411 -0.41051
H -2.75100 -1.34778 0.02957
H -0.28492 -2.14277 1.05989
H 0.92808 -1.16608 0.52788
H -1.07788 1.72242 0.45486
H 1.53156 1.09398 0.51616
H 0.85456 2.12195 1.52309
O 2.43874 0.44202 -1.36089
H 2.88680 -0.15888 -0.76748
H 2.84973 0.37148 -2.21421
*
```

Mulliken atomic charge list, values in e, 6 entries: number 1, C, carries -1.06; number 2, C, carries 0.43; number 3, N, carries -0.55; number 4, C, carries -0.19; number 5, N, carries -0.66; number 6, H, carries 0.26

---

10.
DFT (the ωB97M-V functional and the def2-TZVPD basis) results for 3 unconnected molecules or ions with the total composition C3H10N2O.

Calculated values
Lowest unoccupied orbital energy ... -0.125 Ha
Largest force on an atom ... 0.0399 hartree/bohr
ΔE to the lowest compared entry with this formula, charge and spin ... 182.1 kcal per mole

ORCA input file:
```
! wB97M-V def2-TZVPD RIJCOSX def2/J DEFGRID3
* xyz 0 1
C 0.03990 -1.19569 0.62188
C -0.66205 -0.09621 -0.18465
N -0.88618 -0.30201 -1.52054
C 0.66935 2.60667 1.78494
N 0.57253 1.39736 1.76846
H 0.07120 -0.77843 1.61896
H -0.51398 -2.12761 0.64871
H 1.02799 -1.39542 0.23225
H 0.09639 0.75544 0.06911
H -1.52399 0.24677 0.40008
H -0.06893 -0.87184 -1.99604
H 0.14006 3.25284 1.06456
H 0.71016 -2.30045 -3.06185
H 1.31849 3.13594 2.50593
H -1.87225 -0.47858 -1.72355
O 0.88133 -1.84880 -2.22825
*
```

Mulliken atomic charge list, values in e, 6 entries: number 1, C, carries -1.07; number 2, C, carries -0.26; number 3, N, carries -0.31; number 4, C, carries -0.23; number 5, N, carries -0.36; number 6, H, carries 0.41

---

11.
DFT (the ωB97M-V functional and the def2-TZVPD basis) results for a single C3H10N2O molecule.

Calculated values
Lowest unoccupied orbital energy ... 0.037 Ha
Largest force on an atom ... 0.1081 hartree/bohr
ΔE to the lowest compared entry with this formula, charge and spin ... 79.4 kcal per mole

ORCA input file:
```
! wB97M-V def2-TZVPD RIJCOSX def2/J DEFGRID3
* xyz 0 1
N -1.29845 -2.02406 1.45167
C -1.12428 -1.45841 0.17786
N -0.72850 0.01419 -0.06573
C 0.70384 0.15694 -0.43361
C 0.92661 1.69402 -0.22476
O 2.39704 1.78964 -0.58196
H -0.96921 -1.54221 2.25033
H -2.35850 -2.24214 1.73536
H -0.45491 -1.88242 -0.63553
H -2.01609 -1.49072 -0.24939
H -1.34013 0.42796 -0.73281
H 1.47069 -0.24247 0.34219
H 0.95346 -0.13889 -1.40697
H 0.35853 2.24937 -1.06058
H 0.94513 2.28690 0.68683
H 2.53476 2.40230 -1.25290
*
```

Mulliken atomic charge list, values in e, 6 entries: number 1, N, carries -0.54; number 2, C, carries -0.61; number 3, N, carries -0.43; number 4, C, carries -0.37; number 5, C, carries -0.38; number 6, O, carries -0.52

---

12.
DFT (the ωB97M-V functional and the def2-TZVPD basis) results for 2 unconnected molecules or ions with the total composition C3H10N2O.

Calculated values
Lowest unoccupied orbital energy (spin up / spin down) ... -0.184 / -0.342 Ha
Largest force on an atom ... 0.0266 hartree/bohr
ΔE to the lowest compared entry with this formula, charge and spin ... 65.8 kcal per mole

ORCA input file:
```
! wB97M-V def2-TZVPD RIJCOSX def2/J DEFGRID3
* xyz 1 2
C -2.30600 -0.52115 -0.22100
O -1.55935 -0.25524 -1.42053
C -2.16851 0.56334 0.83500
H -3.33270 -0.60813 -0.55940
H -1.98905 -1.49903 0.15509
H -2.95584 0.38961 1.55237
H -1.17596 0.56506 1.28573
H -2.36524 1.52926 0.37440
N 3.29143 0.14196 0.41210
C 2.47285 -0.52440 -0.35628
N 1.42033 0.04766 -0.90577
H 3.00801 1.08129 0.70019
H 4.28736 -0.04546 0.49991
H 2.81986 -1.49415 -0.68648
H -0.61018 -0.29341 -1.22750
H 1.16299 0.92280 -0.43783
*
```

Mulliken atomic charge list, values in e, 6 entries: number 1, C, carries -0.24; number 2, O, carries -0.45; number 3, C, carries -0.92; number 4, H, carries 0.31; number 5, H, carries 0.27; number 6, H, carries 0.34